[1]
C25H52F2N3O19S2Zn | the ωB97M-V functional and the def2-TZVPD basis

```
104
Properties=species:S:1:pos:R:3:lowdin_spin:R:1
C -21.24 -2.73 5.12 0.000
H -25.94 -2.72 10.75 0.000
H -22.57 -6.54 8.89 0.000
H -19.58 -0.26 2.94 0.000
C -24.78 -6.25 10.36 0.000
H -18.41 0.60 -2.16 0.000
C -19.10 5.79 4.39 0.023
H -16.68 -0.01 3.76 0.000
O -17.74 2.91 5.82 0.004
H -17.15 1.62 -1.87 0.000
C -20.66 -0.22 3.07 0.001
H -20.09 3.72 11.55 0.000
C -24.41 2.29 13.33 0.000
H -23.65 1.13 4.79 0.002
H -16.27 1.47 3.04 0.000
H -23.78 5.72 7.00 0.009
H -24.73 -1.82 6.41 0.000
O -21.78 2.55 3.42 0.104
H -21.67 6.86 7.26 0.004
H -21.26 5.77 8.47 0.002
H -23.37 -0.90 6.71 0.000
H -18.84 6.84 4.50 0.001
H -14.91 4.00 9.16 0.000
O -16.21 1.87 0.58 0.000
H -19.47 2.26 10.76 0.000
H -19.42 5.63 3.36 0.011
C -25.84 -1.66 8.90 0.000
H -25.20 3.65 6.57 0.003
C -21.30 5.84 7.39 0.015
O -19.29 1.68 8.25 0.019
C -24.21 -4.82 10.25 0.000
H -15.92 2.71 8.42 0.000
H -22.99 -8.29 9.26 0.000
C -18.11 1.36 -1.43 0.000
O -18.71 0.62 5.39 0.012
O -21.00 0.23 7.10 0.006
C -22.56 3.75 0.99 0.015
O -23.16 1.83 12.82 0.000
C -20.38 2.82 11.01 0.001
O -25.13 -4.02 9.39 0.000
H -20.87 3.21 10.12 0.000
O -23.43 3.05 5.70 0.081
N -20.44 2.57 6.08 0.034
H -16.72 3.99 9.07 0.000
H -19.29 4.93 6.90 0.002
H -19.85 -1.46 6.21 0.000
H -22.04 4.55 1.51 0.015
H -24.12 2.77 7.54 0.002
C -16.35 0.40 2.81 0.000
C -21.64 2.00 2.29 0.018
H -24.31 -2.40 10.32 0.000
O -21.82 2.46 1.07 0.004
O -21.39 2.07 11.64 0.000
H -21.09 -1.22 3.00 0.000
C -22.43 2.78 12.11 0.000
C -15.69 4.56 7.24 0.000
O -24.72 -0.83 8.37 0.000
H -24.95 1.51 5.76 0.001
H -23.66 -2.40 7.70 0.000
C -24.10 -1.51 7.25 0.000
C -24.14 3.55 6.79 0.017
H -20.93 0.16 4.05 0.001
S -18.89 2.03 5.54 0.026
H -23.17 -4.81 9.92 0.000
H -24.31 -6.69 11.24 0.000
H -24.81 2.44 4.28 0.005
H -19.48 -3.21 6.09 0.000
C -23.28 -7.36 8.77 0.000
H -24.23 -4.51 11.29 0.000
H -18.91 2.06 -1.64 0.000
O -24.63 -6.97 9.12 0.000
H -23.62 3.82 1.25 0.003
H -26.50 -1.01 9.48 0.000
O -22.01 4.68 6.92 0.074
H -22.67 4.03 -0.06 0.001
O -20.18 5.57 5.20 0.116
F -21.52 2.27 8.22 0.001
C -20.27 -2.46 6.16 0.000
H -24.29 3.25 13.84 0.000
O -17.19 0.20 1.72 0.000
H -23.40 -7.88 7.82 0.000
O -22.69 3.94 12.00 0.000
H -19.47 6.70 6.77 0.002
F -19.22 2.38 3.99 0.010
Zn -21.62 3.80 5.21 0.263
C -24.24 2.00 5.09 0.015
C -19.95 5.74 6.59 0.014
S -20.42 1.54 7.34 0.023
H -24.97 2.45 12.41 0.000
O -21.28 0.64 2.10 0.007
H -23.41 4.68 8.38 0.002
O -18.03 0.77 -0.15 0.000
N -15.69 5.17 6.28 0.000
H -25.86 -6.17 10.45 0.000
C -25.26 -2.72 9.89 0.000
H -18.29 5.11 4.64 0.002
H -26.35 -2.09 8.03 0.000
C -23.39 4.74 7.29 0.025
C -17.03 1.00 0.70 0.000
H -20.77 -2.64 7.11 0.000
H -15.35 0.07 2.55 0.000
N -21.98 -3.04 4.33 0.000
C -15.78 3.79 8.54 0.000
H -24.99 1.56 13.89 0.000
```

Output
- LUMO energy (alpha / beta) (eV) = 0.1739 / 0.2041
- <S²> = 0.751
- HOMO-LUMO gap (alpha / beta) (eV) = 4.200 / 9.521
- net charge = 0
- spin multiplicity = 2

***

[2]
C7H14N | the ωB97M-V functional and the def2-TZVPD basis

```
22
Properties=species:S:1:pos:R:3:nbo_charge:R:1
H -1.24 -0.02 2.25 0.254
H 0.51 0.15 2.46 0.253
H 5.02 -1.37 -0.05 0.372
N 4.59 -0.72 -0.69 -1.063
H 1.91 -0.41 1.00 0.222
C 1.35 -0.03 0.16 0.017
C -0.01 0.12 0.38 -0.173
H -2.76 0.35 0.46 0.194
C -0.34 0.42 1.85 -0.398
H -2.88 -1.37 -2.08 0.230
H -1.40 2.06 1.07 0.277
H -3.80 0.15 -2.01 0.251
H 3.62 -0.56 -0.51 0.324
C -0.42 1.62 1.01 -0.153
H 5.14 0.13 -0.61 0.370
H -0.69 -0.71 -1.51 0.233
C -1.06 -0.31 -0.58 -0.219
H 1.83 0.28 -0.77 0.230
C -2.37 -0.14 -0.43 -0.061
H -4.15 -1.17 -0.92 0.243
C -3.36 -0.65 -1.43 -0.654
H 0.48 2.20 0.94 0.251
```

Output
- LUMO energy (eV) = -7.0257
- HOMO-LUMO gap (eV) = 5.970
- net charge = +1
- spin multiplicity = 1

***

[3]
C22H19Br4MnNO3S | the ωB97M-V functional and the def2-TZVPD basis

```
51
Properties=species:S:1:pos:R:3:nbo_charge:R:1
H 3.88 0.02 -1.31 0.207
H 2.99 3.35 -3.06 0.190
C -4.44 3.03 -1.66 -0.225
N 1.66 -1.12 -0.41 -0.736
C 0.16 1.85 -0.86 -0.295
C -3.51 2.08 -1.25 -0.249
H 3.17 3.40 -0.57 0.193
H 5.00 -0.67 -0.10 0.172
C -2.40 3.75 0.07 -0.262
C 1.29 2.44 -0.26 -0.144
H 4.07 -2.36 1.62 0.170
H -5.24 2.74 -2.33 0.195
H 0.99 2.35 -4.11 0.190
C 3.96 -0.37 -0.29 -0.601
C -1.31 -3.17 1.09 0.357
C -2.31 -4.75 2.67 -0.166
C -1.96 -3.95 3.73 -0.182
C 0.05 1.85 -2.26 -0.267
C -4.36 4.34 -1.19 -0.247
H 4.41 -3.05 -0.85 0.171
H 2.73 -1.26 2.02 0.219
C -2.48 2.45 -0.40 -0.137
Mn 0.06 -1.04 0.00 0.906
C -3.34 4.70 -0.32 -0.216
H 3.69 0.43 0.39 0.206
O -1.74 0.01 -0.48 -1.017
H 2.38 -2.89 1.47 0.216
H -0.82 1.39 -2.72 0.222
H -1.59 4.03 0.73 0.209
H 1.38 2.43 0.82 0.210
C 1.07 2.38 -3.03 -0.190
C 2.20 2.94 -2.45 -0.281
H -3.56 1.05 -1.58 0.246
H 3.34 -2.34 -2.09 0.200
Br -2.43 -5.42 -0.15 0.006
S -1.12 1.26 0.15 1.165
C 3.06 -2.05 1.34 -0.613
C 2.99 -1.55 -0.11 0.054
H 2.69 -3.52 -0.95 0.215
C 2.29 2.97 -1.04 -0.246
H -5.10 5.07 -1.50 0.192
O -0.98 -2.75 -0.09 -0.743
C -0.94 -2.32 2.21 0.266
C -1.98 -4.36 1.36 -0.246
C 3.39 -2.69 -1.06 -0.605
O -0.32 -1.22 1.93 -0.725
Br -3.24 -6.39 2.95 0.011
Br -2.39 -4.45 5.51 0.011
Br -0.75 -1.58 4.90 0.007
C -1.28 -2.74 3.49 -0.205
H -3.28 5.72 0.04 0.192
```

Output
- LUMO energy (alpha / beta) (eV) = 4.3128 / 4.3128
- <S²> = 0.797
- HOMO-LUMO gap (alpha / beta) (eV) = 3.962 / 4.054
- net charge = -2
- spin multiplicity = 2

***

[4]
C11H18N3O | the ωB97M-V functional and the def2-TZVPD basis

```
33
Properties=species:S:1:pos:R:3:nbo_charge:R:1
H -0.96 -2.49 0.09 0.288
C -0.42 1.84 -0.44 -0.070
C 0.35 -0.30 -1.14 0.253
C -3.78 0.88 3.20 -0.238
H 1.43 -0.43 -2.93 0.224
C -3.14 0.73 1.99 -0.363
C -2.70 -0.56 1.62 0.334
C 0.99 1.76 -2.44 -0.385
H 3.47 -1.18 0.49 0.270
H -2.91 1.55 1.26 0.255
N 0.81 -1.61 -0.62 -0.395
H 1.77 2.08 -3.02 0.224
C 1.55 -1.85 0.52 0.585
H 0.01 1.70 -3.12 0.199
H 2.42 0.14 -1.70 0.213
H 1.45 2.81 -0.58 0.209
H 1.14 -3.81 1.44 0.460
H -4.16 1.83 3.62 0.231
H 0.01 -3.53 -1.24 0.230
H 2.40 -0.22 1.41 0.270
C 1.43 0.30 -2.04 -0.435
H -1.36 1.82 -1.06 0.167
O 0.03 0.56 -0.02 -0.545
C 2.66 -1.22 1.27 -0.685
H -3.93 -0.03 3.76 0.213
H -0.59 -0.36 -1.82 0.204
N -2.18 -1.56 1.26 -0.404
H -0.64 2.32 0.44 0.198
C 0.61 2.63 -1.22 -0.439
N 1.00 -3.00 0.75 -0.518
C 0.00 -2.78 -0.37 -0.050
H 2.92 -1.69 2.19 0.264
H 0.31 3.64 -1.56 0.239
```

Output
- LUMO energy (eV) = -2.5629
- HOMO-LUMO gap (eV) = 10.536
- net charge = +1
- spin multiplicity = 1

***

[5]
C3H13NO3 | the ωB97M-V functional and the def2-TZVPD basis

```
20
Properties=species:S:1:pos:R:3:nbo_charge:R:1
H 0.97 -0.04 -1.01 0.143
O -0.37 3.73 -1.25 -0.932
N 0.10 -1.68 -0.09 -0.644
H 0.07 3.53 -2.08 0.459
H -0.36 0.82 0.75 0.480
O -0.27 0.40 3.01 -0.959
H 0.02 -0.97 -2.12 0.192
H 1.32 -3.16 0.64 0.208
C 0.04 -0.65 -1.07 -0.237
O -1.17 1.03 0.24 -0.740
H 0.06 0.09 3.84 0.477
H -1.25 0.91 -1.85 0.176
C -1.18 0.29 -0.96 -0.067
H -1.00 1.02 3.20 0.485
C 1.43 -2.24 0.06 -0.418
H -0.05 3.03 -0.68 0.472
H 1.74 -2.65 -0.91 0.188
H 2.22 -1.54 0.35 0.170
H -0.31 -1.50 0.82 0.377
H -2.02 -0.42 -0.91 0.170
```

Output
- LUMO energy (eV) = 0.5275
- HOMO-LUMO gap (eV) = 9.307
- SMILES = CNCCO.O.O
- net charge = 0
- spin multiplicity = 1

***

[6]
C2H4N2O | the ωB97M-V functional and the def2-TZVPD basis

```
9
Properties=species:S:1:pos:R:3:nbo_charge:R:1
H 0.61 -0.77 1.04 0.419
C 0.80 -1.06 -0.97 0.526
N 0.28 -0.36 0.16 -0.647
H -1.49 1.97 1.41 0.351
N -0.87 1.16 1.47 -0.671
H -0.88 1.16 -0.64 0.155
O 1.58 -1.97 -0.77 -0.559
H 0.53 -0.87 -2.02 0.146
C -0.56 0.74 0.31 0.280
```

Output
- LUMO energy (eV) = 0.8805
- HOMO-LUMO gap (eV) = 10.902
- SMILES = [H]/N=C/NC=O
- net charge = 0
- spin multiplicity = 1